(1)
{
  "formula": "C19H24N4O3",
  "method": "ωB97M-V/def2-TZVPD",
  "species": ["C", "C", "C", "C", "C", "N", "C", "O", "C", "N", "C", "N", "C", "C", "C", "C", "C", "C", "O", "N", "C", "C", "O", "C", "C", "C", "H", "H", "H", "H", "H", "H", "H", "H", "H", "H", "H", "H", "H", "H", "H", "H", "H", "H", "H", "H", "H", "H", "H", "H"],
  "positions_angstrom": [[4.03218, 4.30960, 2.83306], [3.19120, 3.11088, 2.72330], [2.48484, 2.12310, 2.60117], [1.62882, 0.93375, 2.43652], [1.74778, 0.21185, 1.05493], [0.82048, 0.70156, 0.01830], [0.69213, 1.91998, -0.51240], [1.37438, 2.89110, -0.21205], [-0.34767, 2.02549, -1.49868], [-1.13219, 1.01474, -1.85969], [-1.97449, 1.44206, -2.77502], [-1.78437, 2.76412, -3.06292], [-2.42561, 3.60138, -3.93799], [-2.01452, 4.93052, -4.02840], [-0.96503, 5.38567, -3.23257], [-0.31260, 4.52922, -2.33945], [-0.72129, 3.18362, -2.24213], [1.59247, -1.31806, 1.25248], [2.53303, -1.95946, 1.71758], [0.42666, -1.90407, 0.92452], [0.17446, -3.34623, 0.99681], [0.84045, -4.10679, -0.18544], [0.24767, -3.79483, -1.43940], [-1.34949, -3.58554, 1.12038], [-1.75912, -5.06013, 1.30961], [-3.27098, -5.22883, 1.51656], [4.95347, 4.16209, 2.27004], [3.49709, 5.16668, 2.42453], [4.27337, 4.49847, 3.87869], [1.92638, 0.27787, 3.25750], [0.59636, 1.21688, 2.64172], [2.76683, 0.31217, 0.67444], [0.28263, -0.00463, -0.45686], [-2.73392, 0.85261, -3.26233], [-3.22892, 3.17655, -4.52007], [-2.50321, 5.61395, -4.71202], [-0.65013, 6.41918, -3.30758], [0.50278, 4.87960, -1.71944], [-0.33955, -1.33414, 0.60466], [0.63332, -3.71730, 1.91929], [1.89994, -3.84834, -0.23480], [0.82258, -5.18353, -0.01298], [0.81827, -4.11801, -2.14201], [-1.72608, -3.01018, 1.96829], [-1.85277, -3.17967, 0.24054], [-1.45783, -5.64379, 0.43807], [-1.22940, -5.48658, 2.16347], [-3.53390, -6.27947, 1.64445], [-3.61435, -4.69359, 2.40276], [-3.83214, -4.85155, 0.66059]],
  "nbo_charge": [-0.677, 0.014, -0.026, -0.470, -0.111, -0.615, 0.635, -0.626, -0.027, -0.420, 0.128, -0.306, 0.011, -0.244, -0.224, -0.169, 0.127, 0.686, -0.634, -0.615, -0.059, -0.071, -0.734, -0.404, -0.394, -0.601, 0.233, 0.233, 0.229, 0.250, 0.234, 0.237, 0.409, 0.200, 0.218, 0.230, 0.224, 0.258, 0.399, 0.221, 0.184, 0.164, 0.475, 0.205, 0.208, 0.202, 0.197, 0.211, 0.201, 0.204],
  "relative_energy_kcal_mol": 88.4,
  "homo_energy_ev": -7.874,
  "smiles": "CC#CC[C@H](NC(=O)c1ncn2ccccc12)C(=O)N[C@H](CO)CCC",
  "max_force_ha_per_bohr": 0.0534,
  "multiplicity": 1,
  "homo_lumo_gap_ev": 8.108
}

***

(2)
{
  "formula": "C19H24N4O4",
  "method": "ωB97M-V/def2-TZVPD",
  "species": ["C", "O", "C", "C", "C", "C", "C", "N", "C", "C", "N", "C", "C", "O", "N", "C", "O", "N", "C", "C", "C", "C", "C", "O", "C", "C", "C", "H", "H", "H", "H", "H", "H", "H", "H", "H", "H", "H", "H", "H", "H", "H", "H", "H", "H", "H", "H", "H", "H", "H", "H"],
  "positions_angstrom": [[-1.36267, -7.03552, 0.49604], [-2.09742, -7.14570, -0.69579], [-2.31314, -6.02340, -1.44436], [-3.04899, -6.21300, -2.61371], [-3.31522, -5.13032, -3.42517], [-2.86089, -3.86563, -3.10254], [-2.12769, -3.65852, -1.93064], [-1.66283, -2.40539, -1.60425], [-2.28098, -1.20665, -2.12308], [-2.21835, -0.10630, -1.06155], [-0.85452, 0.25174, -0.69157], [-0.33026, 1.44725, -1.31382], [0.77244, 2.07728, -0.46912], [1.64396, 2.77198, -0.95115], [0.64098, 1.80269, 0.85175], [1.42996, 2.22855, 1.94717], [1.13263, 1.86905, 3.06202], [2.47973, 2.99197, 1.61160], [3.31452, 3.62524, 2.61311], [3.21576, 5.11295, 2.53347], [4.06469, 6.04870, 2.01770], [3.42336, 7.30033, 2.18388], [2.23191, 7.02911, 2.78038], [2.09724, 5.71188, 2.99464], [0.05834, -0.87535, -0.84931], [-0.65399, -2.19788, -0.59211], [-1.86272, -4.75764, -1.10396], [-0.34577, -6.67188, 0.31239], [-1.85829, -6.37740, 1.21790], [-1.31348, -8.04321, 0.90630], [-3.39350, -7.20415, -2.85742], [-3.87989, -5.27266, -4.33482], [-3.05980, -3.04673, -3.77474], [-3.32840, -1.40904, -2.36079], [-1.78057, -0.86331, -3.04185], [-2.74763, 0.77901, -1.41685], [-2.73075, -0.46296, -0.16052], [-1.12319, 2.19794, -1.38705], [0.07331, 1.28391, -2.32684], [-0.13656, 1.19548, 1.09574], [2.59032, 3.25178, 0.63600], [2.95927, 3.26983, 3.58480], [4.35647, 3.32528, 2.46719], [5.02600, 5.87067, 1.58127], [3.79914, 8.26075, 1.89725], [1.42555, 7.66242, 3.09287], [0.48796, -0.90117, -1.86436], [0.88483, -0.75877, -0.14177], [-1.07842, -2.19124, 0.42362], [0.08202, -3.00425, -0.65297], [-1.32048, -4.60918, -0.18571]],
  "nbo_charge": [-0.253, -0.511, 0.416, -0.335, -0.160, -0.343, 0.300, -0.454, -0.228, -0.220, -0.463, -0.309, 0.685, -0.617, -0.666, 0.793, -0.637, -0.623, -0.268, 0.257, -0.301, -0.318, 0.092, -0.394, -0.229, -0.221, -0.435, 0.174, 0.174, 0.200, 0.221, 0.213, 0.210, 0.219, 0.180, 0.210, 0.199, 0.229, 0.203, 0.440, 0.438, 0.253, 0.212, 0.226, 0.228, 0.203, 0.179, 0.212, 0.184, 0.218, 0.217],
  "relative_energy_kcal_mol": 69.1,
  "homo_energy_ev": -7.651,
  "smiles": "COc1cccc(N2CCN(CC(=O)NC(=O)NCc3ccco3)CC2)c1",
  "max_force_ha_per_bohr": 0.0185,
  "multiplicity": 1,
  "homo_lumo_gap_ev": 8.196
}

***

(3)
{
  "formula": "C19H24N5O2S3Ti",
  "method": "ωB97M-V/def2-TZVPD",
  "species": ["Ti", "C", "C", "N", "N", "C", "N", "S", "C", "C", "C", "C", "C", "N", "H", "H", "H", "H", "H", "H", "H", "H", "H", "H", "C", "O", "C", "C", "O", "C", "H", "H", "H", "H", "H", "H", "H", "H", "H", "H", "S", "C", "N", "C", "C", "C", "C", "C", "C", "S", "H", "H", "H", "H"],
  "positions_angstrom": [[0.77832, 0.59007, 0.32459], [-3.16905, -0.62083, -1.15842], [-1.79481, -0.05754, -1.01884], [-1.26699, 0.29809, 0.18598], [-2.16456, 0.20425, 1.24201], [-1.71542, 0.19071, 2.49569], [-2.62431, 0.17955, 3.48543], [-0.06089, 0.17694, 2.80438], [-0.92582, 0.17071, -2.11584], [-1.33917, 0.08905, -3.46177], [-0.46631, 0.42925, -4.46146], [0.82283, 0.85904, -4.12932], [1.17360, 0.90132, -2.80241], [0.34207, 0.56427, -1.80007], [-3.35680, -1.38255, -0.39672], [-3.29332, -1.11931, -2.11517], [-3.95774, 0.13733, -1.08424], [-3.14829, 0.26574, 1.02682], [-3.61016, 0.07966, 3.31387], [-2.29583, 0.09078, 4.43076], [-2.34483, -0.22066, -3.70183], [-0.77883, 0.37368, -5.49576], [1.54436, 1.14279, -4.88082], [2.16771, 1.19585, -2.49824], [-0.32965, 3.43031, -0.95140], [0.38807, 2.85071, 0.14498], [1.34309, 3.74813, 0.71971], [1.77813, 3.11839, 2.00849], [2.17737, 1.78946, 1.68163], [3.01155, 1.19236, 2.68773], [-0.78082, 4.36777, -0.62512], [-1.10509, 2.72624, -1.23545], [0.33945, 3.60744, -1.79525], [0.87628, 4.71943, 0.89777], [2.17989, 3.87345, 0.02679], [0.96152, 3.07755, 2.73522], [2.62250, 3.66256, 2.43677], [3.96616, 1.71725, 2.71590], [3.17395, 0.15917, 2.39805], [2.51109, 1.25179, 3.65561], [3.27490, -0.09315, -0.43029], [2.40465, -1.55306, -0.21660], [1.16997, -1.49758, 0.23507], [0.58633, -2.75385, 0.36170], [-0.70115, -3.02212, 0.81820], [-1.11647, -4.33855, 0.88024], [-0.26657, -5.37955, 0.49506], [1.01380, -5.12070, 0.04504], [1.43471, -3.79641, -0.01894], [2.97094, -3.15772, -0.52807], [-1.34726, -2.21372, 1.12852], [-2.11118, -4.57100, 1.23744], [-0.61039, -6.40322, 0.55264], [1.66847, -5.92962, -0.25009]],
  "nbo_charge": [1.456, -0.683, 0.169, -0.502, -0.422, 0.310, -0.772, -0.161, 0.129, -0.224, -0.141, -0.276, 0.076, -0.586, 0.232, 0.250, 0.224, 0.406, 0.403, 0.429, 0.225, 0.232, 0.238, 0.227, -0.235, -0.575, -0.078, -0.081, -0.581, -0.246, 0.194, 0.212, 0.195, 0.205, 0.198, 0.203, 0.211, 0.202, 0.227, 0.195, -0.201, -0.082, -0.653, 0.188, -0.244, -0.190, -0.212, -0.195, -0.245, 0.462, 0.211, 0.217, 0.227, 0.231],
  "charge": 1,
  "relative_energy_kcal_mol": 1.2,
  "homo_energy_ev": [-9.067, -10.314],
  "max_force_ha_per_bohr": 0.0173,
  "s_squared": 2.02,
  "multiplicity": 3,
  "homo_lumo_gap_ev": [6.410, 7.021]
}

***

(4)
{
  "formula": "C19H25BrClGeN7O2Ti",
  "method": "ωB97M-V/def2-TZVPD",
  "species": ["Ti", "Br", "C", "C", "C", "C", "C", "C", "N", "C", "C", "C", "C", "C", "C", "N", "H", "H", "H", "H", "H", "H", "H", "H", "H", "C", "Ge", "C", "C", "C", "H", "H", "H", "H", "H", "H", "H", "H", "H", "H", "H", "Cl", "C", "C", "O", "O", "H", "H", "N", "N", "N", "C", "N", "N", "H", "H", "H"],
  "positions_angstrom": [[-0.33129, 0.51347, -0.14461], [3.10306, 3.90354, 5.76068], [2.11142, 2.79713, 4.59008], [2.14325, 3.03245, 3.22517], [1.45249, 2.19793, 2.36855], [0.70962, 1.11617, 2.85591], [0.66432, 0.92177, 4.24132], [1.36193, 1.74837, 5.10013], [0.03021, 0.29824, 1.93055], [-0.54622, -0.81064, 2.31672], [-1.17606, -1.66620, 1.37091], [-1.87945, -2.81658, 1.76258], [-2.49544, -3.59482, 0.81703], [-2.40331, -3.22122, -0.53186], [-1.69047, -2.09838, -0.86270], [-1.06378, -1.32695, 0.04957], [2.69148, 3.88230, 2.84183], [1.48031, 2.39126, 1.30895], [0.06451, 0.13381, 4.67559], [1.31918, 1.58182, 6.16740], [-0.54060, -1.12696, 3.35342], [-1.93024, -3.06765, 2.81397], [-3.04965, -4.47844, 1.10141], [-2.87935, -3.80980, -1.30197], [-1.60198, -1.78530, -1.89472], [-0.77738, 0.98578, -5.13624], [-1.19488, 1.38799, -3.24414], [-0.99230, 3.34094, -2.98195], [-3.08208, 0.83618, -2.97678], [0.14559, 0.40170, -2.15378], [-1.42922, 1.55329, -5.80181], [-0.92514, -0.07584, -5.33855], [0.25622, 1.24259, -5.36948], [-1.90426, 3.77704, -2.56948], [-0.79828, 3.81574, -3.94303], [-0.16815, 3.57115, -2.31036], [-3.71428, 1.72528, -2.98512], [-3.24943, 0.31052, -2.04021], [-3.40224, 0.19908, -3.80151], [1.08879, 0.91934, -2.34800], [0.25363, -0.61407, -2.54719], [-2.16407, 3.16132, 2.59480], [-2.52670, 3.36312, 0.84793], [-1.71102, 2.28991, 0.17335], [-0.48340, 2.46631, -0.09423], [-2.19935, 1.13953, -0.02205], [-2.21862, 4.36067, 0.55551], [-3.58890, 3.20025, 0.70793], [4.83724, 0.81238, -0.45699], [3.69381, 0.14612, -0.17461], [3.68461, -1.12637, 0.13085], [2.38654, -1.37043, 0.22831], [1.66563, -0.27500, -0.02764], [2.52176, 0.69444, -0.27908], [5.63795, 0.41405, 0.00597], [4.73322, 1.81167, -0.39549], [1.98166, -2.33755, 0.46886]],
  "lowdin_spin": [0.726, 0.001, 0.005, -0.001, 0.006, 0.001, 0.004, -0.001, 0.034, 0.042, 0.040, 0.005, 0.043, 0.002, 0.038, 0.006, 0.000, 0.002, 0.000, 0.000, 0.002, -0.001, 0.002, -0.001, 0.001, -0.002, -0.002, 0.000, 0.000, -0.019, 0.000, 0.000, 0.000, 0.000, 0.000, 0.000, 0.000, 0.000, 0.000, -0.001, -0.001, 0.003, 0.002, 0.019, 0.013, 0.002, 0.000, 0.000, 0.000, 0.002, 0.000, 0.000, 0.012, 0.010, 0.000, 0.000, 0.000],
  "charge": 1,
  "relative_energy_kcal_mol": 20.4,
  "homo_energy_ev": [-10.069, -11.221],
  "max_force_ha_per_bohr": 0.0479,
  "s_squared": 0.76,
  "multiplicity": 2,
  "homo_lumo_gap_ev": [5.695, 6.760]
}